1.
Entry from OMol25: an isolated ion of composition C24H33N2O3 and charge +1 (wB97M-V/def2-TZVPD).

Values from the calculation:
relative energy (zero: lowest compared OMol25 entry of this formula, charge and spin) = 0.00 kcal/mol
net charge = +1
2S+1 = 1
E_LUMO = -2.168 eV
molar mass = 397.54 g/mol
E_HOMO = -10.8 eV

```
62
Properties=species:S:1:pos:R:3:nbo_charge:R:1
O 0.96804 1.33559 0.49124 -0.717
C 1.21856 0.59195 -0.47695 0.698
C 0.23056 -0.45039 -0.86843 -0.131
C -0.35737 -0.48463 -2.10587 -0.140
C -1.36564 -1.42114 -2.40801 -0.119
C -1.96916 -1.48666 -3.68071 -0.163
C -2.94383 -2.40974 -3.93939 -0.207
C -3.36075 -3.29970 -2.93710 -0.184
C -2.79726 -3.25700 -1.69158 -0.208
C -1.78479 -2.32276 -1.39494 0.060
C -1.18774 -2.26014 -0.11712 -0.303
C -0.19906 -1.35169 0.14380 0.287
O 0.47449 -1.19605 1.33238 -0.515
C 0.07229 -1.90558 2.47214 -0.098
C -1.20431 -1.32911 3.14799 0.059
O -2.31630 -2.17547 2.97044 -0.713
C -1.68731 0.00871 2.55126 -0.239
N -0.74433 1.14223 2.49027 -0.433
C 0.04252 1.32762 3.72715 -0.219
C 1.01643 2.48838 3.56569 -0.422
C 0.26324 3.77664 3.25796 -0.400
C -0.56766 3.56537 1.99816 -0.428
C -1.50393 2.37897 2.18186 -0.213
N 2.33999 0.71891 -1.17511 -0.387
C 2.78462 -0.15511 -2.23975 -0.221
C 2.96377 0.63902 -3.53388 -0.406
C 3.94380 1.78693 -3.30567 -0.401
C 3.46265 2.65260 -2.14450 -0.405
C 3.27253 1.79566 -0.89433 -0.226
H -0.06531 0.22612 -2.86488 0.220
H -1.64372 -0.79865 -4.44701 0.215
H -3.40013 -2.46026 -4.91587 0.226
H -4.13263 -4.02066 -3.15851 0.226
H -3.11781 -3.94017 -0.91915 0.215
H -1.55167 -2.93438 0.64144 0.234
H -0.09023 -2.96578 2.24534 0.200
H 0.92520 -1.83288 3.15262 0.206
H -1.00647 -1.20619 4.22219 0.180
H -2.23755 -2.95783 3.52707 0.488
H -2.04996 -0.20301 1.54212 0.245
H -2.55092 0.30361 3.15531 0.232
H -0.03771 1.03892 1.67114 0.518
H 0.59992 0.41346 3.92787 0.219
H -0.64762 1.51714 4.55459 0.211
H 1.59840 2.59144 4.48102 0.234
H 1.70115 2.26321 2.74701 0.227
H 0.96628 4.59473 3.11020 0.230
H -0.38497 4.04070 4.09586 0.202
H -1.16206 4.45071 1.77495 0.234
H 0.09322 3.37310 1.15337 0.237
H -2.08001 2.20835 1.27071 0.230
H -2.19775 2.57231 3.00525 0.210
H 2.07781 -0.97367 -2.37211 0.231
H 3.75195 -0.57720 -1.94257 0.203
H 3.32978 -0.02718 -4.31476 0.227
H 2.00029 1.04011 -3.85462 0.197
H 4.03114 2.38936 -4.20984 0.224
H 4.93164 1.38278 -3.07544 0.202
H 4.18463 3.44058 -1.93125 0.225
H 2.51280 3.12400 -2.40572 0.204
H 2.87387 2.38874 -0.07041 0.239
H 4.23013 1.36096 -0.58969 0.201
```


2.
Entry from OMol25: C24H33N2Pb as an isolated structure in a non-equilibrium geometry (wB97M-V/def2-TZVPD).

Values from the calculation:
net charge = +1
2S+1 = 1
E_LUMO = -3.361 eV
molar mass = 556.74 g/mol
E_HOMO = -10.1 eV

```
60
Properties=species:S:1:pos:R:3:nbo_charge:R:1
C 1.63718 -2.17542 0.31358 -0.198
C 2.16320 -1.53254 -0.85723 -0.137
C 1.20731 -1.68270 -1.91255 -0.139
C 0.10886 -2.44412 -1.40630 -0.033
C 0.35565 -2.72181 -0.02709 -0.165
Pb 0.12950 0.03304 0.14763 1.437
C -2.09813 1.98207 -1.85706 -0.141
C -2.19141 1.50274 -0.41310 -0.159
H -1.98627 2.28559 0.33929 0.221
C -2.59532 0.25662 -0.02686 -0.475
H -3.03774 -0.46325 -0.72497 0.241
H -2.65649 -0.01570 1.03629 0.222
C -3.02447 3.20277 -2.04083 -0.592
H -2.72964 4.01577 -1.36702 0.216
H -2.97400 3.57799 -3.07040 0.227
H -4.06536 2.93874 -1.81939 0.222
C -2.51581 0.86497 -2.82404 -0.604
H -1.80874 0.02224 -2.78290 0.217
H -3.51607 0.49231 -2.58254 0.221
H -2.53528 1.22770 -3.85916 0.228
C 3.46617 -0.83122 -0.92858 -0.639
H 3.61694 -0.14608 -0.07689 0.205
H 4.30067 -1.55436 -0.90787 0.231
H 3.56272 -0.23642 -1.84534 0.223
C 1.34449 -1.13720 -3.28613 -0.642
H 1.82504 -0.14794 -3.28716 0.220
H 1.95788 -1.80401 -3.91685 0.231
H 0.36995 -1.01788 -3.78264 0.214
C -1.07527 -2.91627 -2.16325 -0.661
H -1.14250 -2.44549 -3.15130 0.222
H -1.02568 -4.00743 -2.31937 0.231
H -2.01629 -2.71181 -1.62830 0.204
C -0.54156 -3.46633 0.88955 -0.638
H -1.59072 -3.41231 0.56586 0.218
H -0.26574 -4.53475 0.93288 0.234
H -0.49894 -3.08173 1.92083 0.194
C 2.32283 -2.28132 1.62631 -0.635
H 1.61838 -2.49476 2.44079 0.203
H 3.06108 -3.10061 1.60891 0.235
H 2.86454 -1.36083 1.88877 0.213
C 0.30425 2.70288 -1.20227 -0.297
C -0.64753 2.44021 -2.19820 -0.005
C 1.66803 2.78331 -1.54135 -0.201
C -0.27821 2.56715 -3.53908 -0.155
H -0.00352 2.87447 -0.16140 0.209
C 2.04337 2.76044 -2.88638 -0.214
H 2.41176 2.87032 -0.74293 0.226
C 1.06308 2.71756 -3.88116 -0.195
H -1.04549 2.51395 -4.31678 0.217
H 3.10003 2.79905 -3.15389 0.233
H 1.33994 2.77562 -4.93608 0.233
N -0.14896 0.24041 3.55388 -0.319
C -0.03633 0.99001 4.66815 0.007
C 0.27400 2.27617 4.24511 -0.319
C 0.33212 2.23236 2.84985 -0.011
N 0.07945 0.96856 2.41871 -0.441
H -0.38384 -0.74710 3.49852 0.428
H -0.17487 0.58244 5.65860 0.248
H 0.43718 3.13890 4.86204 0.254
H 0.54236 3.04042 2.15712 0.230
```


3.
Entry from OMol25: C24H33N2W as an isolated structure in a non-equilibrium geometry (wB97M-V/def2-TZVPD).

Values from the calculation:
relative energy (zero: lowest compared OMol25 entry of this formula, charge and spin) = 32.97 kcal/mol
net charge = +1
2S+1 = 3
E_LUMO (spin up / spin down) = -3.317 / -3.210 eV
molar mass = 533.38 g/mol
E_HOMO (spin up / spin down) = -9.6 / -10.2 eV

```
60
Properties=species:S:1:pos:R:3:mulliken_spin:R:1
C -2.12627 -1.47364 1.10472 0.130
C -2.33159 -1.05681 -0.26144 0.154
C -2.30649 0.38191 -0.28267 -0.023
C -2.01552 0.84440 1.04465 0.242
C -1.87584 -0.30461 1.89310 -0.102
W -0.34599 -0.39317 0.33101 1.678
C 2.35043 1.05040 0.25207 -0.013
C 2.01344 -0.18698 0.95078 -0.108
H 2.73384 -1.01509 0.89976 -0.006
C 1.00284 -0.26842 1.98295 -0.033
H 0.81997 0.59576 2.62613 0.012
H 0.90231 -1.23471 2.49135 0.006
C 3.71561 1.14025 -0.38908 0.009
H 3.93433 0.29522 -1.05416 0.001
H 3.78431 2.05747 -0.98531 -0.001
H 4.49293 1.17171 0.38149 -0.004
C 2.00425 2.29973 1.05677 -0.037
H 0.96031 2.33317 1.40275 0.017
H 2.63524 2.34592 1.95343 0.001
H 2.16492 3.21438 0.47446 -0.001
C -2.56469 -1.93618 -1.44113 -0.028
H -2.10901 -2.92368 -1.30452 -0.006
H -3.63616 -2.08423 -1.63423 0.006
H -2.12608 -1.50085 -2.34730 -0.002
C -2.67397 1.21168 -1.46230 -0.020
H -2.15637 0.86982 -2.36425 -0.009
H -3.75279 1.17017 -1.66248 0.003
H -2.41154 2.26081 -1.32170 0.001
C -2.09969 2.23888 1.57158 -0.027
H -1.84072 2.98629 0.81938 -0.006
H -3.12679 2.46254 1.89970 0.007
H -1.43535 2.38998 2.43351 0.002
C -1.75150 -0.28145 3.38943 0.005
H -1.20997 0.60751 3.73884 0.000
H -2.74416 -0.26635 3.86924 0.000
H -1.22352 -1.17131 3.76274 -0.002
C -2.38817 -2.81833 1.69967 -0.025
H -1.54413 -3.16936 2.31521 0.004
H -3.27315 -2.77877 2.35648 0.003
H -2.58887 -3.56148 0.91803 0.000
C 0.48551 1.30831 -0.98838 -0.076
C 1.55484 0.91238 -1.76764 0.052
C 0.06200 2.64152 -1.13042 0.103
C 1.95174 1.61980 -2.93097 -0.002
H 1.68366 -0.17980 -1.70343 -0.023
C 0.65542 3.46765 -2.08844 -0.021
H -0.70992 3.07483 -0.48938 -0.006
C 1.54597 2.93931 -3.03668 0.016
H 2.57593 1.12000 -3.67381 0.000
H 0.38973 4.52988 -2.12743 -0.001
H 1.89381 3.55466 -3.87201 0.001
N 2.13613 -3.55647 -1.31068 0.016
C 1.09713 -4.35290 -0.84937 -0.008
C 0.21507 -3.51216 -0.25206 0.044
N 0.69214 -2.19150 -0.35725 0.013
C 1.87970 -2.28677 -0.97624 0.064
H 2.97342 -3.86872 -1.80510 -0.001
H 1.08720 -5.42813 -0.94362 -0.001
H -0.68629 -3.75532 0.28390 -0.004
H 2.66040 -1.53917 -1.08964 0.006
```


> The lowest molar mass belongs to which entry?

C24H33N2O3


What did the second record say?
Entry from OMol25: C24H33N2Pb as an isolated structure in a non-equilibrium geometry (wB97M-V/def2-TZVPD).

Values from the calculation:
net charge = +1
2S+1 = 1
E_LUMO = -3.361 eV
molar mass = 556.74 g/mol
E_HOMO = -10.1 eV

```
60
Properties=species:S:1:pos:R:3:nbo_charge:R:1
C 1.63718 -2.17542 0.31358 -0.198
C 2.16320 -1.53254 -0.85723 -0.137
C 1.20731 -1.68270 -1.91255 -0.139
C 0.10886 -2.44412 -1.40630 -0.033
C 0.35565 -2.72181 -0.02709 -0.165
Pb 0.12950 0.03304 0.14763 1.437
C -2.09813 1.98207 -1.85706 -0.141
C -2.19141 1.50274 -0.41310 -0.159
H -1.98627 2.28559 0.33929 0.221
C -2.59532 0.25662 -0.02686 -0.475
H -3.03774 -0.46325 -0.72497 0.241
H -2.65649 -0.01570 1.03629 0.222
C -3.02447 3.20277 -2.04083 -0.592
H -2.72964 4.01577 -1.36702 0.216
H -2.97400 3.57799 -3.07040 0.227
H -4.06536 2.93874 -1.81939 0.222
C -2.51581 0.86497 -2.82404 -0.604
H -1.80874 0.02224 -2.78290 0.217
H -3.51607 0.49231 -2.58254 0.221
H -2.53528 1.22770 -3.85916 0.228
C 3.46617 -0.83122 -0.92858 -0.639
H 3.61694 -0.14608 -0.07689 0.205
H 4.30067 -1.55436 -0.90787 0.231
H 3.56272 -0.23642 -1.84534 0.223
C 1.34449 -1.13720 -3.28613 -0.642
H 1.82504 -0.14794 -3.28716 0.220
H 1.95788 -1.80401 -3.91685 0.231
H 0.36995 -1.01788 -3.78264 0.214
C -1.07527 -2.91627 -2.16325 -0.661
H -1.14250 -2.44549 -3.15130 0.222
H -1.02568 -4.00743 -2.31937 0.231
H -2.01629 -2.71181 -1.62830 0.204
C -0.54156 -3.46633 0.88955 -0.638
H -1.59072 -3.41231 0.56586 0.218
H -0.26574 -4.53475 0.93288 0.234
H -0.49894 -3.08173 1.92083 0.194
C 2.32283 -2.28132 1.62631 -0.635
H 1.61838 -2.49476 2.44079 0.203
H 3.06108 -3.10061 1.60891 0.235
H 2.86454 -1.36083 1.88877 0.213
C 0.30425 2.70288 -1.20227 -0.297
C -0.64753 2.44021 -2.19820 -0.005
C 1.66803 2.78331 -1.54135 -0.201
C -0.27821 2.56715 -3.53908 -0.155
H -0.00352 2.87447 -0.16140 0.209
C 2.04337 2.76044 -2.88638 -0.214
H 2.41176 2.87032 -0.74293 0.226
C 1.06308 2.71756 -3.88116 -0.195
H -1.04549 2.51395 -4.31678 0.217
H 3.10003 2.79905 -3.15389 0.233
H 1.33994 2.77562 -4.93608 0.233
N -0.14896 0.24041 3.55388 -0.319
C -0.03633 0.99001 4.66815 0.007
C 0.27400 2.27617 4.24511 -0.319
C 0.33212 2.23236 2.84985 -0.011
N 0.07945 0.96856 2.41871 -0.441
H -0.38384 -0.74710 3.49852 0.428
H -0.17487 0.58244 5.65860 0.248
H 0.43718 3.13890 4.86204 0.254
H 0.54236 3.04042 2.15712 0.230
```